A structure of composition C30H45HgN6OPS4SbSe4. Source: the OMol25 dataset; level of theory: the ωB97M-V functional and the def2-TZVPD basis.

XYZ file:
```
93
Properties=species:S:1:pos:R:3:forces:R:3
Hg 0.536 -1.114 0.030 0.1 -0.1 0.0
C 3.895 3.501 1.429 -0.2 -1.0 -0.6
C 4.758 3.035 2.609 -0.6 -0.2 0.3
S 4.686 1.239 2.738 4.9 0.2 -1.8
C 4.951 0.833 4.481 0.4 1.2 -1.0
C 3.541 0.624 4.995 -1.5 0.6 -0.1
S 2.411 0.879 3.556 -3.9 -1.5 1.7
C 1.573 2.569 3.564 0.6 -2.6 2.3
C 1.311 2.973 2.192 -0.9 -0.7 -2.2
S 2.516 2.288 1.009 0.6 1.9 -0.2
H 4.501 3.538 0.518 0.0 0.0 0.1
H 3.464 4.491 1.574 0.0 0.0 0.1
H 4.430 3.470 3.550 -0.1 0.1 0.1
H 5.791 3.271 2.462 0.6 0.6 -0.1
H 5.457 1.652 5.042 0.0 -0.7 -0.5
H 5.582 -0.048 4.363 -0.1 -0.1 0.7
H 3.251 1.382 5.723 0.1 -0.3 0.3
H 3.376 -0.386 5.371 -0.3 0.2 0.1
H 2.235 3.151 4.156 0.4 1.1 0.3
H 0.690 2.317 4.134 -0.4 0.6 0.1
H 1.195 4.036 2.061 0.2 0.6 0.0
H 0.367 2.550 1.804 0.2 0.0 0.4
N 3.603 -4.930 -3.040 1.9 -0.5 -2.5
C 4.810 -4.265 -3.368 -0.6 0.1 -0.1
C 5.497 -4.516 -4.582 0.5 0.8 1.8
C 6.740 -3.950 -4.787 0.7 1.4 0.4
C 7.309 -3.032 -3.858 -0.4 -1.4 -0.6
C 6.677 -2.876 -2.659 -2.5 -0.2 -0.2
C 5.346 -3.368 -2.415 2.5 -0.9 -1.5
S 4.665 -3.213 -0.866 1.3 0.8 1.0
N 3.228 -3.891 -0.943 -2.8 -1.6 -1.3
C 2.797 -4.592 -2.011 -2.5 0.9 3.0
C 1.373 -4.998 -2.103 1.8 0.6 0.5
C 0.782 -5.282 -3.358 -0.9 -0.3 -0.9
C -0.580 -5.538 -3.426 -0.2 -0.6 -0.8
C -1.314 -5.681 -2.247 1.1 0.6 1.5
C -0.647 -5.411 -1.016 0.7 0.1 -1.1
N 0.625 -5.022 -0.940 -0.8 -0.5 0.0
H 3.268 -5.615 -3.712 0.1 0.4 0.4
H 5.163 -5.210 -5.301 -0.7 -0.8 -0.6
H 7.311 -4.190 -5.662 0.0 -0.1 -0.5
H 8.255 -2.528 -3.993 0.2 -0.3 -0.3
H 7.137 -2.332 -1.885 0.5 0.8 0.9
H 1.338 -5.286 -4.305 -0.1 0.3 0.5
H -1.151 -5.724 -4.376 1.0 0.3 0.7
H -2.331 -5.948 -2.209 -1.1 -0.3 -0.2
H -1.202 -5.560 -0.075 0.4 0.3 -0.3
Se 4.687 -3.774 4.858 0.2 0.8 -0.8
Sb 3.454 -4.829 6.823 -2.9 2.4 -0.1
Se 2.745 -2.723 3.836 0.7 -1.2 0.9
Se 1.499 -4.563 4.734 0.5 -0.4 0.4
Se 2.129 -2.783 7.905 1.5 -1.7 -0.3
O -1.520 1.691 0.070 -2.1 0.6 -0.6
P -2.961 1.929 -0.318 1.5 -0.4 0.1
N -3.098 2.590 -1.888 -0.2 -0.6 0.6
C -4.376 2.562 -2.613 0.0 -0.6 0.2
C -4.056 2.941 -4.064 -0.1 1.7 0.0
C -2.526 2.771 -4.225 1.1 -0.3 0.1
C -1.959 2.884 -2.783 0.9 -0.7 0.7
N -3.848 0.500 -0.134 -0.7 -0.1 0.3
C -3.316 -0.887 0.223 0.3 1.0 0.4
C -4.565 -1.791 0.204 0.3 0.3 -2.1
C -5.735 -0.879 0.566 -0.1 0.1 1.2
C -5.329 0.479 -0.063 -0.6 0.0 -0.4
N -3.858 3.085 0.539 -0.3 -0.2 0.7
C -4.093 4.467 0.089 -0.8 0.0 -1.2
C -4.335 5.351 1.328 -1.5 -0.5 0.0
C -4.645 4.345 2.496 1.1 -0.3 -1.2
C -4.147 2.947 1.996 1.3 -0.6 0.8
H -5.144 3.218 -2.147 0.5 -0.3 -0.3
H -4.782 1.538 -2.629 0.1 0.2 0.2
H -4.373 4.027 -4.211 0.5 -1.3 -0.1
H -4.654 2.312 -4.726 0.2 0.2 -0.2
H -1.976 3.525 -4.862 -1.0 -0.7 0.4
H -2.252 1.762 -4.614 -0.4 0.7 0.2
H -1.592 3.893 -2.588 -0.1 0.3 -0.1
H -1.044 2.235 -2.532 -1.5 0.6 -0.6
H -2.820 -0.827 1.223 -0.3 -0.2 -0.8
H -2.582 -1.210 -0.521 0.0 0.1 0.3
H -4.477 -2.675 0.787 0.2 -0.5 0.9
H -4.620 -2.211 -0.851 -0.4 0.7 1.0
H -5.845 -0.803 1.689 0.6 0.2 -0.9
H -6.736 -1.272 0.313 0.5 0.3 -0.6
H -5.732 1.327 0.502 0.2 -0.1 0.1
H -5.783 0.585 -1.071 0.2 -0.3 0.4
H -5.020 4.490 -0.566 0.8 0.0 0.7
H -3.281 4.830 -0.572 -0.3 -0.2 0.6
H -5.279 5.954 1.171 1.2 -0.3 0.1
H -3.500 6.022 1.526 -0.1 -0.2 0.1
H -5.713 4.274 2.677 0.0 0.2 0.2
H -4.086 4.651 3.377 -0.3 -0.1 0.3
H -4.882 2.159 2.301 0.3 0.5 -0.8
H -3.196 2.591 2.521 -1.0 0.8 -0.6
```
Forces are in eV/Å.

Summary:
Energy in Eh: -13507.36735
F_max in hartree/bohr: 0.102
<S²>: 0.77
Energy above the lowest of the compared OMol25 structures with the same formula, charge and spin in kcal per mole: 0.00
E_HOMO (spin up / spin down) in Eh: 0.0234 / -0.0412
Net charge: -2
Multiplicity: 2
LUMO level (spin up / spin down) in eV: 3.1899 / 3.1897